# 1
7
Properties=species:S:1:pos:R:3:lowdin_charge:R:1 method="wB97M-V/def2-TZVPD" de_lowest_kcal_mol=68.0 homo_lumo_gap_ev="8.213 / 8.212" mol_weight_g_mol=282.8 spin_multiplicity=1 total_energy_ha=-689.8918 lumo_energy_ev="-0.47 / -0.47"
C 0.18 0.89 -0.05 -0.539
N -0.91 -1.02 -0.39 -0.633
I 2.26 0.40 0.12 0.675
I 0.29 -2.35 0.30 0.688
H -0.42 1.26 0.65 -0.061
H 0.04 1.45 -0.97 -0.016
H -1.44 -0.63 0.34 -0.113

=====

# 2
9
Properties=species:S:1:pos:R:3:lowdin_charge:R:1 method="wB97M-V/def2-TZVPD" de_lowest_kcal_mol=60.4 homo_lumo_gap_ev=8.343 mol_weight_g_mol=331.8 smiles="O=PI.C=O.I" spin_multiplicity=1 total_energy_ha=-1127.0972 lumo_energy_ev=-1.25
O 0.71 2.50 0.92 -0.666
P 1.17 1.15 0.90 0.440
I -0.41 0.14 2.51 0.226
C 0.47 -2.94 -2.09 -0.155
O 1.01 -2.39 -1.18 -0.041
H 1.15 -2.98 -3.02 0.097
H -0.59 -3.34 -2.10 0.093
I -1.74 4.65 2.36 0.397
H -1.78 3.22 1.70 -0.393